87
Properties=species:S:1:pos:R:3:forces:R:3:mulliken_charge:R:1 method="wB97M-V/def2-TZVPD" orbital_gap_ev="2.190 / 5.589" lumo_energy_ev="4.0 / 4.0" spin_multiplicity=4 total_charge=-2 homo_ha="0.0662 / -0.0580"
Co -0.150 -2.478 -1.594 -1.4 -1.9 1.6 -0.6375
O 0.239 -4.434 -1.483 0.5 -3.0 0.2 -0.3476
C -0.466 -5.508 -1.570 0.8 1.7 -0.4 0.1975
C -0.080 -6.749 -0.996 -0.1 -0.2 0.3 -1.0406
C -1.021 -7.749 -0.852 0.1 -0.6 -1.1 -0.5096
C -2.190 -7.785 -1.664 -0.2 1.7 -0.4 -0.6993
C -2.466 -6.643 -2.487 0.3 -1.4 1.6 -0.5208
C -1.687 -5.495 -2.340 0.6 -1.1 0.2 0.5856
C -2.037 -4.289 -2.979 -1.6 1.4 -1.5 -0.2481
N -1.660 -3.107 -2.683 -1.4 0.5 -2.1 0.8854
C -2.345 -2.027 -3.526 0.5 -1.7 0.4 -1.1328
C -1.996 -0.683 -2.936 0.1 2.4 0.9 -0.9135
N -1.275 -0.849 -1.664 -2.6 1.1 1.1 0.4913
C -1.746 -0.203 -0.625 0.7 -0.2 -0.1 -0.6941
C -2.112 -0.857 0.627 1.3 0.3 -0.4 0.6887
C -2.524 -0.088 1.735 -0.8 -0.6 0.0 -0.7087
C -3.210 -0.651 2.793 0.7 -0.4 0.0 -0.7411
C -3.394 -2.068 2.797 -0.5 0.7 -0.1 -0.2055
C -2.903 -2.836 1.772 -1.1 -2.0 0.8 -0.8667
C -2.101 -2.301 0.733 1.7 -0.6 -0.8 0.6317
O -1.340 -3.100 0.048 -1.4 1.6 0.4 -0.4204
H 0.951 -6.948 -0.671 -0.6 0.6 0.3 0.3221
H -0.692 -8.569 -0.203 -0.5 -0.1 -0.4 0.3308
H -2.940 -8.566 -1.672 0.3 -0.2 0.3 0.3427
H -3.361 -6.672 -3.123 0.4 0.2 0.2 0.3338
H -2.781 -4.309 -3.833 0.4 -0.6 0.9 0.0997
H -3.446 -2.265 -3.661 1.1 0.5 0.5 0.5139
H -1.889 -2.084 -4.507 0.0 -0.1 -0.3 0.4102
H -2.891 -0.031 -2.804 0.2 -0.7 0.2 0.4621
H -1.394 -0.058 -3.571 0.6 -0.2 -0.9 0.4052
H -1.876 0.917 -0.703 -0.8 -0.8 0.1 0.0991
H -2.347 0.971 1.734 0.0 0.4 -0.2 0.4508
H -3.514 -0.013 3.615 -0.1 -0.2 0.0 0.3732
H -3.997 -2.532 3.592 0.4 0.2 -0.4 0.3224
H -3.135 -3.963 1.766 0.7 1.8 0.0 0.2320
N 0.328 7.149 4.246 -1.8 1.4 -1.5 1.2656
C -0.525 8.254 4.406 -0.9 -0.6 -1.1 -0.7664
C -0.842 9.138 5.438 1.2 -1.3 1.4 -1.3676
C -1.843 10.055 5.319 -0.5 0.1 -1.2 -0.1189
C -2.616 10.097 4.136 0.9 -0.8 -0.6 -0.5427
C -2.339 9.229 3.070 -0.1 -0.5 0.6 -0.6577
C -1.310 8.295 3.204 1.2 0.6 1.7 0.8456
N -0.886 7.346 2.334 1.1 -1.4 0.1 -0.6622
C 0.110 6.683 2.946 -1.9 2.0 1.1 -2.2344
C 0.737 5.538 2.355 0.2 -1.0 -2.3 3.7887
C 0.221 5.094 1.082 0.5 -0.3 1.6 -1.1806
C 0.807 3.972 0.504 -2.2 1.3 -0.5 -0.1887
N 1.834 3.354 0.982 2.3 -0.9 0.8 -0.5281
C 2.395 3.835 2.099 1.0 -0.4 0.3 0.7562
C 1.871 4.886 2.851 0.4 0.0 -0.1 -2.3850
H 1.166 7.090 4.780 1.2 -0.6 0.7 0.5710
H -0.439 8.991 6.442 0.4 0.2 -0.5 0.2905
H -1.986 10.727 6.150 -0.4 0.1 0.0 0.5378
H -3.423 10.775 4.047 -0.7 0.6 0.0 0.3854
H -2.937 9.032 2.187 -0.3 0.8 0.0 0.4250
H -0.683 5.491 0.628 0.4 0.3 0.3 0.2790
H 0.311 3.576 -0.383 0.3 -0.1 0.0 0.3712
H 3.393 3.373 2.404 -1.6 0.5 -0.3 0.3579
H 2.404 5.187 3.776 -0.6 0.0 -0.6 -0.2445
C 4.761 -0.681 1.696 0.7 0.3 -0.7 -1.4925
C 3.498 -1.137 0.998 0.1 -0.9 0.7 1.1817
C 3.079 -2.517 1.069 -0.8 2.4 -1.4 -0.9267
C 1.951 -2.881 0.329 0.1 0.2 0.8 -0.4545
N 1.250 -1.960 -0.390 1.3 -0.2 0.6 0.9174
C 1.592 -0.665 -0.379 0.2 -0.8 0.0 -0.2883
C 2.693 -0.211 0.370 -1.2 -0.5 -0.6 -0.9701
H 5.681 -1.157 1.285 -0.7 0.0 0.1 0.3106
H 4.701 -0.991 2.725 0.1 0.2 0.6 0.3588
H 4.975 0.413 1.593 -0.6 -0.9 0.3 0.3226
H 3.568 -3.203 1.715 0.5 -0.6 0.2 0.4829
H 1.606 -3.946 0.341 0.0 1.3 -0.3 0.2569
H 0.990 -0.058 -1.090 0.5 -0.2 0.9 0.5067
H 2.772 0.852 0.491 0.6 0.4 -0.2 0.3322
C 2.683 -3.578 -3.075 1.1 -2.2 -0.9 -1.3113
C 1.947 -2.438 -3.695 -1.9 1.4 1.6 1.8916
C 1.222 -2.751 -5.017 0.9 -1.2 -1.6 -1.5658
C 2.907 -1.246 -3.734 1.1 0.4 -2.0 -1.7999
N 0.800 -1.959 -2.941 0.3 1.6 -1.2 0.1352
H 3.699 -3.642 -3.543 -0.5 -0.1 0.3 0.4735
H 2.190 -4.541 -3.332 0.2 0.5 0.5 0.1958
H 2.831 -3.542 -1.991 -0.3 0.3 -0.3 0.0598
H 1.877 -2.584 -5.927 -0.5 -0.3 0.7 0.4103
H 0.312 -2.155 -5.166 0.5 0.2 0.3 0.1739
H 0.867 -3.824 -5.025 0.5 1.0 0.1 0.2303
H 3.852 -1.560 -4.247 -0.5 0.3 0.1 0.4035
H 3.234 -0.774 -2.816 -0.4 -0.5 0.7 0.2991
H 2.491 -0.413 -4.311 -0.2 -0.1 -0.1 0.3771

***

11
Properties=species:S:1:pos:R:3:forces:R:3:mulliken_charge:R:1 method="wB97M-V/def2-TZVPD" orbital_gap_ev=9.352 lumo_energy_ev=0.9 spin_multiplicity=1 total_charge=0 homo_ha=-0.3112
C -0.551 -0.481 -0.160 -3.4 -1.0 1.9 -0.4949
C 0.859 -0.898 0.342 0.0 1.0 -4.9 -0.3370
C -0.562 1.004 -0.431 1.7 -0.4 2.8 -0.2080
N 1.649 0.319 0.382 1.7 -0.5 1.5 -0.0995
N 1.217 1.400 0.209 -3.1 -0.1 -1.7 -0.1673
Br -1.893 2.048 0.464 0.2 0.0 0.1 -0.1596
H -1.104 -1.010 -0.996 1.7 0.3 0.5 0.3611
H -1.321 -0.797 0.728 1.8 1.3 -1.8 0.2477
H 0.871 -1.310 1.268 0.0 -1.3 2.7 0.2870
H 1.414 -1.551 -0.375 -0.6 0.2 0.6 0.2020
H -0.579 1.277 -1.430 0.1 0.6 -1.8 0.3685

***

26
Properties=species:S:1:pos:R:3:forces:R:3:mulliken_charge:R:1 method="wB97M-V/def2-TZVPD" orbital_gap_ev="7.686 / 7.703" lumo_energy_ev="-1.5 / -1.4" spin_multiplicity=1 total_charge=0 homo_ha="-0.3363 / -0.3361"
C -3.577 -0.277 0.189 0.1 0.4 0.0 -0.5343
C -3.683 1.090 0.202 -0.5 -0.4 0.1 -0.7922
C -2.221 -0.645 -0.075 0.3 -0.2 -0.1 1.3158
C -1.636 0.563 -0.191 3.4 0.8 -0.6 -0.3668
C -1.667 -2.016 -0.204 0.2 0.0 -0.1 -1.0384
C 3.181 1.665 -0.483 -0.8 -0.7 0.1 -1.1868
C 1.721 0.062 1.728 -0.3 0.2 -0.7 -1.0345
C 2.016 -1.165 -1.078 -0.4 0.5 0.3 -1.0571
N -2.448 1.609 -0.046 0.5 0.8 -0.1 0.0796
O 0.470 1.320 -0.647 -5.6 0.1 0.0 -0.6451
Si 1.698 0.470 -0.139 2.9 -1.4 1.1 0.5416
H -4.366 -0.986 0.350 -0.2 -0.1 0.0 0.4039
H -4.541 1.712 0.361 -0.1 0.2 0.0 0.4229
H -2.410 -2.747 0.102 0.0 -0.1 0.0 0.3535
H -1.384 -2.213 -1.236 0.0 -0.1 0.0 0.2537
H -0.779 -2.129 0.412 0.1 -0.1 0.1 0.1825
H 2.820 2.614 -0.856 -0.1 0.3 -0.1 0.2892
H 3.740 1.840 0.429 0.1 0.0 0.2 0.3353
H 3.841 1.229 -1.224 0.2 -0.1 -0.2 0.3347
H 1.564 0.957 2.324 0.0 0.2 0.1 0.2910
H 0.930 -0.639 1.982 -0.2 -0.2 0.1 0.2924
H 2.663 -0.381 2.037 0.2 -0.1 -0.1 0.3600
H 1.536 -1.133 -2.051 -0.1 0.0 -0.2 0.2977
H 3.075 -1.348 -1.242 0.2 0.1 0.1 0.3794
H 1.620 -2.024 -0.543 -0.1 -0.1 0.1 0.2904
H -2.163 2.572 -0.100 0.0 -0.1 0.0 0.2316

***

83
Properties=species:S:1:pos:R:3:forces:R:3:mulliken_charge:R:1 method="wB97M-V/def2-TZVPD" orbital_gap_ev=9.709 smiles="CCCCCCCC[C@]1(CCCCCN)COC(=O)O1.BrCCBr.BrCCBr.BrCCBr.BrCCBr" lumo_energy_ev=0.3 spin_multiplicity=1 total_charge=0 homo_ha=-0.3441
C -2.937 0.844 -0.663 0.2 -0.4 0.2 -0.4410
C -3.139 -0.569 -0.092 -0.1 0.0 -1.0 0.0152
C -3.682 -1.558 -1.187 0.8 0.7 1.2 -0.8335
C -2.759 -2.772 -1.334 -0.3 -0.1 -0.5 -1.2009
C -1.462 -2.470 -2.146 -0.6 -0.6 0.8 0.5056
C -0.166 -2.919 -1.434 0.5 0.4 -0.6 -1.4833
C 0.967 -1.866 -1.428 -0.4 -0.1 0.6 0.8151
C 0.966 -1.047 -0.119 0.0 0.6 -1.4 -1.3806
C 1.429 0.442 -0.220 2.3 -1.2 2.4 2.1085
C 2.442 0.852 -1.316 -1.1 0.9 -0.4 -0.1812
C 1.960 1.951 -2.310 1.0 -0.1 -0.1 -0.7913
C 2.145 1.554 -3.785 0.2 -0.6 0.5 -1.1751
C 1.060 0.639 -4.379 -0.2 0.4 -0.4 -0.5633
C -0.323 0.800 -3.770 -0.1 0.8 -0.1 0.1948
N -0.847 2.182 -3.995 -0.3 -0.6 0.3 -0.7135
C 2.221 0.595 1.122 -1.0 -0.3 0.5 -1.6583
O 1.957 1.957 1.470 0.6 0.0 0.9 -0.5122
C 0.602 1.994 1.274 4.6 -2.1 -4.1 0.5377
O -0.177 2.462 1.946 -4.1 2.7 3.4 -0.4530
O 0.389 1.375 0.088 -1.4 -0.4 -1.0 -0.1636
H -2.452 1.492 0.068 -0.2 0.2 0.0 0.2286
H -2.270 0.798 -1.525 0.1 0.0 -0.1 -0.2115
H -3.878 1.282 -1.012 0.1 0.0 0.2 0.1890
H -3.805 -0.516 0.769 0.0 -0.1 0.0 0.4136
H -2.196 -0.998 0.249 0.1 0.3 0.2 -0.0425
H -3.681 -0.987 -2.116 -0.4 -0.2 -0.2 0.4031
H -4.687 -1.838 -0.877 -0.1 -0.2 -0.4 0.3317
H -2.488 -3.171 -0.356 -0.1 0.1 0.1 0.3808
H -3.335 -3.558 -1.828 0.1 -0.1 0.0 0.4278
H -1.476 -1.411 -2.392 0.3 0.1 0.0 -0.5538
H -1.534 -3.045 -3.067 0.0 0.3 -0.3 0.5494
H 0.225 -3.793 -1.956 -0.1 -0.2 0.1 0.4741
H -0.379 -3.226 -0.410 0.0 0.0 0.1 0.4614
H 0.885 -1.195 -2.281 -0.1 -0.1 -0.1 -0.3473
H 1.929 -2.373 -1.532 -0.2 0.1 0.1 -0.2363
H 1.651 -1.535 0.573 -0.1 -0.1 0.1 0.2756
H -0.021 -1.027 0.339 -0.1 -0.1 0.1 0.2725
H 3.309 1.249 -0.796 0.1 0.1 0.0 0.4868
H 2.814 -0.001 -1.876 -0.3 -0.3 0.0 -0.6031
H 2.632 2.795 -2.147 -0.1 0.2 0.0 0.5098
H 0.969 2.323 -2.072 -0.1 -0.1 0.0 0.4352
H 2.323 2.433 -4.398 -0.4 0.2 0.0 0.4582
H 3.085 0.993 -3.825 0.1 0.1 -0.1 0.3210
H 1.341 -0.416 -4.389 0.2 0.0 0.3 -0.0193
H 0.956 0.910 -5.432 0.0 -0.1 -0.1 0.5855
H -0.999 0.088 -4.241 0.0 -0.1 0.0 0.6565
H -0.332 0.616 -2.694 0.1 -0.4 0.0 -0.4704
H -1.832 2.086 -4.227 0.1 0.2 -0.1 0.3267
H -0.863 2.647 -3.092 0.1 0.2 -0.2 0.3185
H 3.257 0.274 1.139 0.2 0.6 -0.3 0.6577
H 1.711 0.018 1.907 0.1 -0.2 -0.1 0.6434
Br 2.626 -2.561 -6.403 0.0 0.1 0.0 -0.1384
C 4.482 -2.503 -5.824 -0.1 -0.1 -0.2 -0.6108
C 4.681 -3.254 -4.535 0.2 0.1 0.2 -0.6080
Br 4.027 -2.237 -3.008 0.2 -0.1 -0.2 -0.0617
H 4.757 -1.455 -5.750 0.0 0.0 0.1 0.3624
H 5.048 -2.969 -6.628 0.0 0.0 0.1 0.3663
H 5.741 -3.409 -4.343 0.0 0.0 -0.1 0.3521
H 4.169 -4.211 -4.518 0.0 0.0 0.0 0.4036
Br 1.859 0.636 5.933 0.0 0.0 0.0 -0.1513
C 0.931 2.344 5.785 -0.1 -0.2 -0.1 -0.5808
C 1.493 3.178 4.668 0.1 0.2 0.1 -0.0767
Br 3.192 3.990 5.167 0.0 -0.1 0.0 -0.1439
H 1.001 2.826 6.756 0.0 0.0 0.0 0.4061
H -0.107 2.087 5.584 0.0 0.0 -0.1 0.3683
H 0.831 4.013 4.445 0.0 -0.1 0.0 0.3697
H 1.670 2.610 3.763 0.0 0.0 0.0 -0.1739
Br -5.784 4.151 -0.598 0.0 0.0 -0.1 -0.1330
C -7.562 3.373 -0.454 0.1 0.2 0.1 -0.5684
C -7.520 2.021 0.205 -0.2 -0.2 -0.1 -0.6137
Br -6.868 0.653 -1.016 0.0 0.0 0.1 -0.1307
H -7.975 3.342 -1.458 0.0 -0.1 0.0 0.3621
H -8.134 4.075 0.150 0.0 -0.1 0.0 0.3374
H -8.522 1.701 0.485 0.0 0.1 0.0 0.3607
H -6.877 1.995 1.079 0.0 0.1 0.0 0.3750
Br 1.601 -2.457 11.443 0.1 -0.1 0.0 -0.1384
C 3.021 -1.936 10.218 -0.1 0.1 0.2 -0.5717
C 2.505 -1.754 8.816 0.1 -0.1 -0.2 -0.5771
Br 2.193 -3.465 7.940 -0.1 0.1 0.0 -0.1227
H 3.793 -2.696 10.289 0.0 0.0 -0.1 0.3807
H 3.404 -0.994 10.607 0.0 0.0 -0.1 0.3618
H 3.245 -1.248 8.200 0.0 0.0 0.1 0.2725
H 1.570 -1.205 8.775 0.0 0.0 0.0 0.3734

***

16
Properties=species:S:1:pos:R:3:forces:R:3:mulliken_charge:R:1 method="wB97M-V/def2-TZVPD" orbital_gap_ev=9.289 lumo_energy_ev=-0.1 spin_multiplicity=1 total_charge=0 homo_ha=-0.3447
C -2.779 0.389 0.561 -1.4 -0.2 1.6 -0.3209
C -2.544 1.410 -0.279 -1.1 0.8 -0.1 -0.0357
C -0.852 0.071 -0.156 3.5 -1.5 -0.3 0.2276
C 1.319 -0.903 -0.238 -1.6 -0.3 2.3 0.4574
C 2.035 0.415 0.018 1.6 -1.2 3.6 0.8280
N -1.643 -0.484 0.671 -1.7 1.1 -0.2 -0.4427
O -1.270 1.196 -0.750 0.5 0.5 -0.8 -0.2679
O 1.300 -1.902 0.731 0.9 0.4 -3.5 -0.5391
O 1.780 -1.299 -1.418 -0.2 2.0 0.5 -0.4821
F 1.587 1.057 1.152 0.5 -0.7 -1.4 -0.2461
F 3.427 0.279 0.166 -1.6 -0.5 0.5 -0.2946
F 1.909 1.085 -1.023 -0.9 3.2 -2.8 -0.2119
H -3.707 0.312 1.185 1.2 -0.3 -0.7 0.3182
H -3.199 2.321 -0.607 1.8 -2.1 0.6 0.2842
H 0.955 -1.752 1.592 -0.9 1.2 1.0 0.3649
H 1.681 -2.196 -1.605 -0.6 -2.6 -0.2 0.3606

***

24
Properties=species:S:1:pos:R:3:forces:R:3:mulliken_charge:R:1 method="wB97M-V/def2-TZVPD" orbital_gap_ev=10.235 smiles="CNC(C)=O.CNC(C)=O" lumo_energy_ev=0.5 spin_multiplicity=1 total_charge=0 homo_ha=-0.3571
C -2.229 0.507 1.663 1.1 -0.5 -0.1 -0.8488
C -0.519 2.621 -1.194 -0.2 1.8 1.1 -0.7671
C -1.966 1.303 0.359 -0.8 0.0 0.0 0.7460
O -2.875 1.259 -0.447 0.4 0.5 -0.4 -0.5852
N -0.787 2.030 0.112 -4.2 0.0 -1.1 -0.2531
H -3.285 0.210 1.764 0.6 -0.2 -0.8 0.3230
H -0.055 1.757 0.623 3.4 -1.0 2.5 0.2667
H -0.076 3.758 -0.988 -0.4 -3.3 -0.9 0.2682
H -1.518 -0.345 1.745 -0.9 0.2 -0.4 -0.0472
H -2.058 0.986 2.597 0.5 1.2 0.6 0.3644
H 0.085 1.818 -1.750 -0.8 2.0 -0.1 0.2258
H -1.549 2.870 -1.562 1.2 -0.8 -0.5 0.2962
C 1.687 -1.694 -2.156 0.4 -4.6 2.8 -0.9878
C 1.109 -1.345 1.584 1.5 2.1 3.3 -0.8520
C 1.392 -1.889 0.298 0.2 -2.6 -3.0 0.8408
O 1.619 -3.102 0.276 0.1 0.6 -0.7 -0.6417
N 1.408 -1.144 -0.881 -1.2 3.5 2.5 -0.0782
H 1.135 -0.097 -0.848 0.7 -2.7 0.2 0.0968
H 1.611 -2.848 -1.893 -0.2 2.0 -1.2 0.3163
H 0.115 -1.357 1.954 -1.3 -0.1 -0.5 0.0975
H 1.020 -1.388 -2.876 -1.4 0.6 -1.7 0.3338
H 2.701 -1.609 -2.396 1.6 0.6 -0.8 0.3409
H 1.580 -2.031 2.375 0.0 1.3 -1.3 0.2828
H 1.453 -0.268 1.641 -0.2 -1.1 0.4 0.2621